(1)
{
  "formula": "C8H13N",
  "method": "wB97M-V/def2-TZVPD",
  "symbols": ["H", "N", "C", "C", "C", "C", "C", "C", "C", "C", "H", "H", "H", "H", "H", "H", "H", "H", "H", "H", "H", "H"],
  "xyz": [[1.047, -2.009, -0.334], [0.718, -2.075, 0.625], [0.060, -1.072, 1.016], [-0.420, -1.076, 2.436], [-0.236, 0.150, 0.149], [-0.907, 1.314, 0.877], [-1.041, -0.266, -1.056], [1.238, 0.699, -0.298], [1.575, 0.711, -1.537], [1.439, 0.653, -2.846], [-1.506, -0.963, 2.476], [0.028, -0.256, 3.001], [-0.139, -2.020, 2.895], [-0.306, 1.666, 1.712], [-1.036, 2.146, 0.187], [-1.888, 1.030, 1.253], [-0.685, -1.184, -1.519], [-2.094, -0.386, -0.811], [-0.853, 0.481, -1.906], [1.833, 1.079, 0.516], [1.882, -0.166, -3.398], [1.292, 1.547, -3.437]],
  "atomic_forces_ev_per_a": [[0.0, 0.3, -0.2], [0.1, -0.4, 0.1], [0.1, 0.1, 0.3], [-0.1, -0.1, 0.1], [1.9, 0.7, -0.5], [0.0, -0.1, 0.0], [0.4, 0.9, -1.8], [-1.8, -0.5, 1.2], [-0.9, 0.0, -1.3], [1.7, 0.2, 0.2], [0.0, 0.1, 0.1], [-0.1, 0.0, 0.0], [0.0, 0.0, 0.0], [0.0, 0.0, 0.1], [0.0, 0.0, -0.1], [-0.1, 0.0, 0.0], [0.0, -0.3, 0.3], [-0.1, 0.2, -0.1], [-0.9, -0.7, 1.3], [0.3, -0.1, 0.1], [-0.2, -0.2, 0.0], [-0.5, 0.1, 0.1]],
  "e_lumo_ev": 0.8,
  "homo_lumo_gap_ev": 10.4,
  "energy_ha": -367.29483,
  "relative_energy_ev": 2.240,
  "spin_multiplicity": 1
}

(2)
{
  "formula": "C8H13N2O",
  "method": "wB97M-V/def2-TZVPD",
  "symbols": ["C", "C", "C", "C", "C", "C", "N", "C", "O", "C", "N", "H", "H", "H", "H", "H", "H", "H", "H", "H", "H", "H", "H", "H"],
  "xyz": [[-1.960, -2.737, -1.017], [-1.458, -1.724, 0.006], [-0.607, -2.061, 1.234], [-1.527, -0.479, -0.287], [-0.924, 0.648, 0.712], [0.494, 1.282, 0.397], [1.087, 1.359, -0.842], [2.383, 1.944, -0.741], [2.914, 2.316, -1.956], [2.549, 2.240, 0.590], [1.411, 1.815, 1.206], [-1.473, -3.692, -1.090], [-2.100, -2.228, -2.080], [-3.001, -3.052, -0.620], [-0.027, -1.207, 1.260], [-0.049, -2.939, 1.029], [-1.074, -2.079, 2.164], [-2.129, -0.087, -1.286], [-1.396, 0.423, 1.677], [-1.615, 1.407, 0.325], [0.583, 1.291, -1.759], [2.994, 3.219, -2.224], [3.454, 2.387, 1.116], [1.471, 1.954, 2.190]],
  "atomic_forces_ev_per_a": [[-3.0, 1.0, -0.2], [1.0, -3.3, -0.1], [-1.1, -0.5, -2.4], [-0.4, 5.0, -2.3], [-1.8, 0.7, -3.2], [-0.3, -1.2, -0.4], [-0.7, 0.5, 0.3], [-1.9, 1.8, -1.6], [0.1, -2.9, 1.5], [0.4, -1.1, -2.6], [0.1, -0.2, 0.6], [0.8, -0.1, 0.0], [0.3, -1.2, 2.3], [1.3, 0.5, -0.9], [2.1, 1.0, 0.5], [0.6, -0.8, 0.2], [-1.3, -0.5, 1.5], [1.8, -0.9, 2.7], [1.6, 0.4, 0.4], [0.3, 0.7, 0.5], [0.8, -0.3, 1.4], [-0.1, 1.2, 0.6], [0.5, 0.8, 0.5], [-1.2, -0.6, 0.9]],
  "e_lumo_ev": -3.0,
  "homo_lumo_gap_ev": 9.8,
  "energy_ha": -497.04726,
  "relative_energy_ev": 2.820,
  "spin_multiplicity": 1,
  "total_charge": 1
}

(3)
{
  "formula": "C8H13N2O2",
  "method": "wB97M-V/def2-TZVPD",
  "symbols": ["C", "C", "O", "C", "C", "N", "N", "C", "C", "C", "O", "C", "H", "H", "H", "H", "H", "H", "H", "H", "H", "H", "H", "H", "H"],
  "xyz": [[1.341, 3.238, 1.037], [0.764, 2.297, -0.002], [0.927, 2.358, -1.195], [-0.109, 1.150, 0.436], [-1.704, 1.232, 0.063], [-2.104, -0.106, -0.141], [-1.148, -0.838, -0.411], [-1.217, -2.216, -0.617], [-0.052, -2.831, 0.047], [1.260, -2.131, -0.349], [1.224, -0.820, 0.221], [0.231, -0.067, -0.342], [0.516, 3.523, 1.597], [1.879, 4.123, 0.692], [1.897, 2.727, 1.765], [0.067, 0.826, 1.465], [-2.435, 1.598, 0.787], [-1.841, 1.750, -0.929], [-1.146, -2.305, -1.718], [-2.241, -2.450, -0.368], [-0.261, -2.755, 1.116], [0.122, -3.917, -0.371], [2.226, -2.537, 0.089], [1.350, -2.153, -1.484], [0.454, 0.302, -1.387]],
  "atomic_forces_ev_per_a": [[0.0, -0.2, -1.7], [0.7, 0.7, -0.6], [0.3, 0.8, -0.1], [-2.1, -0.9, 1.1], [1.5, 1.2, 0.1], [0.1, -2.1, -1.0], [1.0, 4.0, 1.6], [-1.0, -0.4, -2.6], [1.8, -2.9, -0.4], [0.9, -0.5, 0.1], [-0.5, 0.3, -0.5], [0.1, 0.1, -1.9], [-1.8, 1.0, 1.1], [-0.1, -0.4, -0.4], [1.2, -1.0, 0.8], [-0.4, 0.6, 0.3], [0.6, 0.6, 0.0], [0.1, -0.2, 0.9], [0.0, -0.3, 0.2], [-0.1, -0.9, 0.4], [0.6, -0.6, 0.1], [-0.8, 1.8, 1.3], [-1.6, -0.1, -0.6], [0.0, 0.4, 1.2], [-0.2, -1.0, 0.6]],
  "e_lumo_ev": -5.2,
  "homo_lumo_gap_ev": 8.6,
  "energy_ha": -572.29074,
  "relative_energy_ev": 3.412,
  "spin_multiplicity": 1,
  "total_charge": 1
}

(4)
{
  "formula": "C8H13N2O2",
  "method": "wB97M-V/def2-TZVPD",
  "symbols": ["C", "C", "C", "C", "C", "C", "C", "C", "N", "N", "O", "O", "H", "H", "H", "H", "H", "H", "H", "H", "H", "H", "H", "H", "H"],
  "xyz": [[-1.266, -2.139, 2.660], [-1.628, -1.067, 1.830], [0.523, -1.058, 1.901], [0.216, 0.853, -3.495], [-0.783, -0.251, -2.969], [-0.465, 1.362, -1.461], [1.965, -0.722, 1.689], [-0.531, 1.941, -0.118], [0.141, -2.113, 2.654], [-0.530, -0.466, 1.347], [0.285, 1.815, -2.400], [-1.064, 0.299, -1.647], [-1.726, -3.029, 2.964], [1.281, 0.496, -3.743], [-0.096, 1.221, -4.524], [-1.684, -0.030, -3.566], [-2.558, -0.712, 1.479], [2.106, 0.263, 2.260], [2.614, -1.530, 2.089], [2.065, -0.436, 0.570], [-0.615, 0.941, 0.556], [-1.424, 2.610, 0.159], [0.272, 2.617, 0.011], [0.644, -2.693, 3.356], [-0.251, -1.125, -2.766]],
  "atomic_forces_ev_per_a": [[1.1, 2.0, -1.9], [0.2, -2.3, 1.2], [0.5, -0.7, -0.3], [1.7, -1.4, -2.2], [0.4, 4.1, -0.7], [0.5, 3.0, 2.4], [-0.6, 2.1, -0.5], [-1.9, -0.1, 0.4], [-1.5, -0.3, 1.0], [1.7, -0.1, 0.8], [-0.1, -0.2, -1.2], [-1.6, -2.5, -0.7], [-1.0, -0.6, 0.8], [-1.5, 0.3, 1.0], [-0.1, 0.5, 1.8], [0.2, -1.7, 0.4], [-1.0, -0.1, 0.0], [0.4, -1.4, -0.7], [-0.2, 0.8, -0.7], [0.4, -0.8, 1.9], [0.7, 1.6, -0.5], [0.8, -1.3, -1.0], [1.2, 0.3, 0.3], [-0.1, 0.9, -1.3], [-0.2, -2.0, -0.5]],
  "e_lumo_ev": -3.0,
  "homo_lumo_gap_ev": 8.6,
  "energy_ha": -572.31790,
  "relative_energy_ev": 2.673,
  "spin_multiplicity": 1,
  "total_charge": 1
}

(5)
{
  "formula": "C8H13N2O2",
  "method": "wB97M-V/def2-TZVPD",
  "symbols": ["C", "C", "C", "C", "C", "C", "C", "C", "N", "N", "O", "O", "H", "H", "H", "H", "H", "H", "H", "H", "H", "H", "H", "H", "H"],
  "xyz": [[0.485, -0.268, 0.039], [-0.099, -1.658, 0.110], [-0.462, 0.752, -0.245], [1.844, -0.201, 0.492], [-2.739, -0.193, 0.262], [-0.006, 2.097, -0.795], [2.331, 0.896, 1.423], [-3.266, -1.149, -0.694], [-1.690, 0.528, 0.078], [0.528, -2.755, -0.178], [2.682, -1.192, 0.069], [-3.477, -0.081, 1.365], [0.979, 1.957, -1.212], [0.010, 2.834, -0.045], [-0.445, 2.433, -1.801], [3.092, 0.682, 2.106], [1.418, 1.080, 2.164], [2.464, 1.927, 0.965], [-3.434, -2.104, -0.158], [-2.465, -1.098, -1.585], [-4.188, -0.705, -0.952], [0.018, -3.669, -0.267], [3.466, -1.427, 0.676], [1.618, -2.675, -0.375], [-3.115, 0.596, 1.953]],
  "atomic_forces_ev_per_a": [[-1.6, -3.4, 0.5], [2.3, 2.2, -1.4], [1.5, 0.0, -0.3], [1.1, 1.7, 1.2], [2.2, 1.5, 0.8], [0.0, -1.3, -2.6], [-4.1, 1.6, -0.1], [2.6, -0.4, -1.5], [-3.0, -0.1, 0.9], [0.7, -0.8, -0.3], [1.7, -1.1, 0.8], [0.0, 0.1, -0.2], [0.8, -0.1, 0.6], [-0.2, 1.1, 0.7], [-0.6, -0.4, 1.9], [1.6, -0.6, 0.5], [1.6, -0.3, -1.5], [0.2, -1.3, 0.3], [0.2, 0.3, -0.8], [-2.3, -0.8, 1.8], [-1.3, 0.0, -0.9], [0.9, 1.2, 0.4], [-1.8, 1.0, -1.1], [-2.7, -0.1, 0.3], [0.1, 0.1, 0.0]],
  "e_lumo_ev": [-3.7, -5.7],
  "homo_lumo_gap_ev": [6.1, 7.0],
  "s_squared": 2.03,
  "energy_ha": -572.18631,
  "relative_energy_ev": 0.441,
  "spin_multiplicity": 3,
  "total_charge": 1
}

(6)
{
  "formula": "C8H13N2OP",
  "method": "wB97M-V/def2-TZVPD",
  "symbols": ["C", "N", "P", "O", "N", "C", "C", "C", "C", "C", "C", "C", "H", "H", "H", "H", "H", "H", "H", "H", "H", "H", "H", "H", "H"],
  "xyz": [[-1.868, -2.664, -0.240], [-1.962, -1.290, -0.695], [-1.461, -0.085, 0.349], [-1.994, -0.225, 1.708], [-1.911, 1.278, -0.543], [-1.586, 2.536, 0.114], [0.739, 0.037, 0.256], [1.282, 0.284, -0.986], [2.661, 0.322, -1.110], [3.458, 0.108, 0.003], [2.887, -0.141, 1.240], [1.505, -0.178, 1.375], [-2.118, -2.676, 0.819], [-2.591, -3.274, -0.784], [-0.870, -3.093, -0.374], [-1.638, -1.152, -1.642], [-2.906, 1.199, -0.733], [-2.096, 3.355, -0.391], [-1.860, 2.542, 1.175], [-0.509, 2.689, 0.038], [0.642, 0.452, -1.839], [3.111, 0.515, -2.073], [4.532, 0.136, -0.099], [3.515, -0.307, 2.102], [1.036, -0.368, 2.329]],
  "atomic_forces_ev_per_a": [[-0.1, -0.3, 0.1], [0.3, 0.6, 0.1], [2.8, 0.4, -1.0], [0.2, -0.2, 0.4], [0.1, -0.9, 0.2], [0.2, 0.4, 0.2], [-4.2, -0.2, 0.0], [0.1, 0.0, -0.1], [0.0, 0.0, -0.1], [0.1, 0.0, 0.0], [0.0, 0.0, 0.1], [0.1, 0.0, 0.1], [0.0, -0.1, 0.0], [0.0, 0.0, 0.1], [0.0, 0.0, 0.0], [0.0, 0.1, 0.0], [0.0, 0.0, -0.1], [0.1, 0.0, 0.0], [0.0, 0.1, -0.1], [0.0, 0.1, 0.0], [0.0, 0.0, -0.1], [0.1, 0.0, -0.1], [0.1, 0.0, 0.0], [0.1, 0.0, 0.1], [0.0, 0.0, 0.1]],
  "e_lumo_ev": 0.8,
  "homo_lumo_gap_ev": 10.2,
  "energy_ha": -838.77923,
  "relative_energy_ev": 0.000,
  "spin_multiplicity": 1
}

Please write out number 4 again, unchanged.
{
  "formula": "C8H13N2O2",
  "method": "wB97M-V/def2-TZVPD",
  "symbols": ["C", "C", "C", "C", "C", "C", "C", "C", "N", "N", "O", "O", "H", "H", "H", "H", "H", "H", "H", "H", "H", "H", "H", "H", "H"],
  "xyz": [[-1.266, -2.139, 2.660], [-1.628, -1.067, 1.830], [0.523, -1.058, 1.901], [0.216, 0.853, -3.495], [-0.783, -0.251, -2.969], [-0.465, 1.362, -1.461], [1.965, -0.722, 1.689], [-0.531, 1.941, -0.118], [0.141, -2.113, 2.654], [-0.530, -0.466, 1.347], [0.285, 1.815, -2.400], [-1.064, 0.299, -1.647], [-1.726, -3.029, 2.964], [1.281, 0.496, -3.743], [-0.096, 1.221, -4.524], [-1.684, -0.030, -3.566], [-2.558, -0.712, 1.479], [2.106, 0.263, 2.260], [2.614, -1.530, 2.089], [2.065, -0.436, 0.570], [-0.615, 0.941, 0.556], [-1.424, 2.610, 0.159], [0.272, 2.617, 0.011], [0.644, -2.693, 3.356], [-0.251, -1.125, -2.766]],
  "atomic_forces_ev_per_a": [[1.1, 2.0, -1.9], [0.2, -2.3, 1.2], [0.5, -0.7, -0.3], [1.7, -1.4, -2.2], [0.4, 4.1, -0.7], [0.5, 3.0, 2.4], [-0.6, 2.1, -0.5], [-1.9, -0.1, 0.4], [-1.5, -0.3, 1.0], [1.7, -0.1, 0.8], [-0.1, -0.2, -1.2], [-1.6, -2.5, -0.7], [-1.0, -0.6, 0.8], [-1.5, 0.3, 1.0], [-0.1, 0.5, 1.8], [0.2, -1.7, 0.4], [-1.0, -0.1, 0.0], [0.4, -1.4, -0.7], [-0.2, 0.8, -0.7], [0.4, -0.8, 1.9], [0.7, 1.6, -0.5], [0.8, -1.3, -1.0], [1.2, 0.3, 0.3], [-0.1, 0.9, -1.3], [-0.2, -2.0, -0.5]],
  "e_lumo_ev": -3.0,
  "homo_lumo_gap_ev": 8.6,
  "energy_ha": -572.31790,
  "relative_energy_ev": 2.673,
  "spin_multiplicity": 1,
  "total_charge": 1
}